(1)
Here is a molecular structure, C5H13N3OS in a non-equilibrium geometry from the Open Molecules 2025 dataset. Energies are from the ωB97M-V functional and the def2-TZVPD basis.

As for the gap between HOMO and LUMO: 0.3212 hartree. The LUMO energy comes out at -0.099 eV. The energy above the lowest of the compared OMol25 structures with the same formula, charge and spin is 66.43 kcal/mol. As for the charge: 0. Its HOMO energy is -0.3248 Ha.

```
23
Properties=species:S:1:pos:R:3:mulliken_charge:R:1
C -1.23456 2.10306 1.07658 -0.5740
C -1.50698 0.57475 0.92662 -0.7600
C -0.37753 -1.47716 0.33316 0.4656
C 1.77162 -1.21113 -0.66193 -0.8521
C 1.16355 -0.69829 -2.02726 -0.2885
H 0.00425 3.05955 2.26473 0.2934
H -2.23401 2.58800 1.32312 0.3230
H -0.86446 2.46208 0.16448 0.3266
H -2.24859 0.25127 0.06389 0.3620
H -1.81638 0.34836 1.89913 0.4150
H 0.37312 0.05389 1.61544 0.2613
H -2.31886 -1.72172 0.41725 0.2312
H 0.56469 -3.00895 -0.25127 0.3746
H 1.76241 -0.28052 -0.03543 0.3276
H 2.75724 -1.56491 -0.64522 0.5708
H 0.69664 -1.43256 -2.69227 0.3323
H 0.43722 0.26680 -1.44990 0.0255
H 1.56514 1.57624 -2.60683 0.1574
N -0.19489 -0.12235 0.73721 -0.1388
N -1.49086 -2.11171 0.13910 -0.8322
N 0.82111 -2.05806 0.15740 -0.2711
O -0.22096 2.19433 2.03599 -0.5209
S 2.59108 0.20902 -2.78399 -0.2287
```

=====

(2)
Here is a gas-phase ion, C5H13N5OS (charge +2) in a non-equilibrium geometry from the Open Molecules 2025 dataset. Energies are from the ωB97M-V functional and the def2-TZVPD basis.

As for the gap between HOMO and LUMO: 0.3834 hartree. The LUMO energy comes out at -6.582 eV. The energy above the lowest of the compared OMol25 structures with the same formula, charge and spin is 4.38 kcal/mol. As for the charge: +2. Its HOMO energy is -0.6253 Ha. The SMILES is N[N+]1=C(O)N[C@]2([NH3+])CSC[C@]12N.

```
25
Properties=species:S:1:pos:R:3:mulliken_charge:R:1
N 0.77061 -0.53151 -2.52898 -0.9702
N 0.59585 -0.40516 -1.17095 0.4457
C 1.69936 -0.52283 -0.46087 0.4783
O 2.79808 -0.98968 -0.86114 -0.4069
N 1.61937 -0.15361 0.83990 -0.2507
C 0.17632 0.02380 1.14246 0.0848
N -0.08976 1.34346 1.79929 0.0689
C -0.58326 -1.09119 1.75264 -1.2005
S -2.36082 -0.67157 1.39679 0.0775
C -1.84862 -0.63086 -0.35381 -0.9775
C -0.49612 0.27395 -0.39936 0.3791
N -0.67594 1.68346 -0.76898 -0.5827
H 0.49006 0.34782 -2.96945 0.2633
H 0.20924 -1.34311 -2.79910 0.2724
H 2.65069 -1.11012 -1.90052 0.5127
H 2.30815 0.02517 1.58860 0.2888
H -0.36787 2.06691 1.11313 0.3304
H 0.70430 1.49234 2.41201 0.3882
H -0.85385 1.04507 2.36368 0.4643
H -0.35990 -1.92639 1.11776 0.4222
H -0.49776 -1.15820 2.76664 0.5235
H -2.54085 -0.04525 -0.98881 0.4649
H -1.57811 -1.56279 -0.62635 0.4719
H -1.61929 1.93710 -0.87432 0.2379
H -0.14986 1.90319 -1.59027 0.2136
```

=====

(3)
Here is 3 unconnected molecules or ions with the total composition C5H13NO in a non-equilibrium geometry from the Open Molecules 2025 dataset. Energies are from the ωB97M-V functional and the def2-TZVPD basis.

As for the gap between HOMO and LUMO (spin up / spin down): 0.2538 / 0.2243 hartree. The LUMO energy (spin up / spin down) comes out at 3.837 / 3.020 eV. The energy above the lowest of the compared OMol25 structures with the same formula, charge and spin is 42.48 kcal/mol. As for the charge: -1. Its HOMO energy (spin up / spin down) is -0.1128 / -0.1134 Ha. The multiplicity is 2.

```
20
Properties=species:S:1:pos:R:3:lowdin_spin:R:1
C 1.48804 0.90317 0.50656 0.0061
N 2.73850 0.25762 0.88810 0.0010
C -0.36157 -0.01304 -2.33851 0.3702
C -1.71972 -0.64839 0.50892 0.0584
C -1.80890 0.56441 -0.35815 0.3954
C -1.32286 0.67867 -1.64980 0.0544
H 1.23723 1.64356 1.27293 0.0008
H 1.49839 1.34643 -0.48535 0.0029
H 0.70394 0.14981 0.50900 0.0013
H 2.40538 -0.46331 1.55953 0.0001
H -0.22061 0.24394 -3.37878 0.0276
H -0.11565 -1.02487 -2.04008 0.0226
H -2.69868 -0.86056 0.94609 0.0128
H -1.47450 -1.49138 -0.13883 0.0008
H -0.93068 -0.63735 1.28207 0.0182
H -2.24328 1.46653 0.05207 0.0205
H -1.77487 1.51244 -2.19103 -0.0054
H 3.02729 -0.31600 0.08900 0.0000
H 0.66508 -1.90815 2.87428 -0.0003
O 0.90748 -1.40351 2.09197 0.0128
```

=====

(4)
Here is 2 unconnected molecules or ions with the total composition C5H13NO in a non-equilibrium geometry from the Open Molecules 2025 dataset. Energies are from the ωB97M-V functional and the def2-TZVPD basis.

As for the gap between HOMO and LUMO (spin up / spin down): 0.0837 / 0.3185 hartree. The LUMO energy (spin up / spin down) comes out at 3.398 / 3.309 eV. The energy above the lowest of the compared OMol25 structures with the same formula, charge and spin is 57.11 kcal/mol. As for the charge: -1. Its HOMO energy (spin up / spin down) is 0.0412 / -0.1969 Ha. The multiplicity is 2.

```
20
Properties=species:S:1:pos:R:3:lowdin_spin:R:1
C -0.41898 -1.40850 -1.15072 0.0724
N 0.25153 -0.88606 0.11497 0.0022
C 1.79535 -0.77170 -0.04095 0.0055
C 2.13417 0.72700 -0.19229 0.0067
C 1.07263 1.34612 0.63224 0.0136
C -0.23180 0.42834 0.61905 0.0761
H -0.17990 -2.57034 -1.19833 0.0062
H -1.55408 -1.36791 -1.10714 0.0404
H -0.13252 -0.92429 -2.05619 0.0076
H 2.02473 -1.36997 -0.82673 0.0019
H 2.24633 -1.12938 0.88575 0.0013
H 3.13231 1.22682 -0.03214 0.0010
H 1.98773 1.05336 -1.18691 0.0032
H 1.31208 1.56287 1.85809 0.0025
H 0.78825 2.38212 0.29290 0.0070
H -1.00454 0.88858 0.05955 0.0394
H -0.56450 0.32498 1.69622 0.0272
H -4.14932 0.91727 0.93392 0.1402
H -4.64060 -0.49082 0.23342 0.1178
O -3.86887 0.06152 0.46526 0.4278
```

=====

(5)
Here is 2 unconnected molecules or ions with the total composition C5H13NO in a non-equilibrium geometry from the Open Molecules 2025 dataset. Energies are from the ωB97M-V functional and the def2-TZVPD basis.

As for the gap between HOMO and LUMO: 0.3432 hartree. The LUMO energy comes out at 0.723 eV. The energy above the lowest of the compared OMol25 structures with the same formula, charge and spin is 70.32 kcal/mol. As for the charge: 0. Its HOMO energy is -0.3166 Ha. The SMILES is CC/C(C)=C/N.O.

```
20
Properties=species:S:1:pos:R:3:mulliken_charge:R:1
C 1.21443 -2.22627 0.25670 -1.0735
C -0.16638 -1.57793 0.45606 -0.8445
C -0.38802 -0.13678 0.17318 1.0896
C -1.51068 0.13364 -0.74404 -1.2301
C 0.14358 0.59297 1.08545 -0.5576
N 0.09000 2.02746 1.02346 -0.4718
H 1.87854 -1.74475 -0.60804 0.2792
H 1.70503 -2.38489 1.18698 0.2834
H 1.28955 -3.16277 -0.42412 0.3152
H -1.00316 -2.20086 -0.01723 0.3511
H -0.53611 -1.71641 1.49855 0.3801
H -1.76305 -0.84627 -1.34567 0.2700
H -1.43661 0.94991 -1.47221 0.2333
H -2.42508 0.42020 -0.23696 0.3009
H 0.56447 0.22501 2.03998 0.2677
H -0.81400 2.52937 1.14629 0.2084
H 0.81304 2.47018 1.64073 0.2349
O 1.06604 2.36656 -2.24332 -0.6935
H 1.12515 2.31620 -1.27827 0.3598
H 0.15327 1.96546 -2.13750 0.2976
```

=====

(6)
Here is 2 unconnected molecules or ions with the total composition C5H13NO in a non-equilibrium geometry from the Open Molecules 2025 dataset. Energies are from the ωB97M-V functional and the def2-TZVPD basis.

As for the gap between HOMO and LUMO: 0.3413 hartree. The LUMO energy comes out at 0.814 eV. The energy above the lowest of the compared OMol25 structures with the same formula, charge and spin is 51.97 kcal/mol. As for the charge: 0. Its HOMO energy is -0.3114 Ha. The SMILES is C/C=C/CNC.O.

```
20
Properties=species:S:1:pos:R:3:mulliken_charge:R:1
C -1.69528 -1.10048 1.67282 -1.2261
C -1.01827 -0.73112 0.37665 -0.2642
C 0.28867 -0.64362 0.17194 -0.0239
C 1.06165 -0.13297 -0.97748 -0.8704
N 0.38592 0.24399 -2.20184 -0.2963
C -0.23357 1.54449 -2.33532 -0.8275
H -1.96805 -0.16236 2.15302 0.2566
H -1.21934 -1.92889 2.19393 0.3526
H -2.63578 -1.59828 1.42428 0.3776
H -1.72386 -0.46687 -0.41208 0.2763
H 0.82047 -0.89543 1.08859 0.4177
H 1.88583 -0.80689 -1.26185 0.3670
H 1.74445 0.69054 -0.74394 0.3481
H -0.18821 -0.49457 -2.58126 0.2615
H 0.13772 2.39787 -1.75950 0.2911
H -1.28307 1.56329 -1.99316 0.2311
H -0.16110 1.82548 -3.38861 0.3141
O 1.92679 -0.15666 2.93804 -0.6358
H 1.70741 0.57482 3.52294 0.3096
H 2.16763 0.27768 2.11282 0.3408
```